ORCA calculation (ωB97M-V/def2-TZVPD) on a single C2H5BrO molecule at a distorted geometry.

## Properties
SMILES string: OCCBr
Charge: 0

Last column: Löwdin charge in e.
CARTESIAN COORDINATES (ANGSTROEM)
C1 -0.21 0.48 -0.47  -0.33
C2 -0.28 -0.42 0.91  -0.48
O1 0.93 0.33 -1.27  -0.13
Br1 -0.01 -2.32 0.37  0.58
H1 -0.46 1.64 -0.36  0.14
H2 -1.03 0.26 -1.06  0.07
H3 -1.25 -0.25 1.16  0.02
H4 0.47 -0.24 1.58  0.01
H5 1.83 0.53 -0.86  0.13

ORCA calculation (ωB97M-V/def2-TZVPD) on 2 unconnected molecules or ions with the total composition C2H5BrO at a distorted geometry.

## Properties
Expectation value of S²: 2.011
Charge: 0
Multiplicity: 3

Last column: Löwdin spin population.
CARTESIAN COORDINATES (ANGSTROEM)
C1 -0.37 0.29 0.27  0.63
C2 -0.48 -0.54 -0.86  0.08
O1 2.10 0.49 1.01  0.99
Br1 -2.45 -0.51 -1.37  0.19
H1 -0.28 -0.23 1.27  0.03
H2 -0.57 1.29 0.25  0.03
H3 -0.19 -1.50 -0.52  0.00
H4 0.07 -0.18 -1.84  0.02
H5 2.18 0.88 1.80  0.04

ORCA calculation (ωB97M-V/def2-TZVPD) on 2 unconnected molecules or ions with the total composition C2H5BrOS at a distorted geometry.

## Properties
SMILES string: CSC=O.Br
Charge: 0

Last column: Löwdin charge in e.
CARTESIAN COORDINATES (ANGSTROEM)
C1 -1.30 0.90 0.72  -0.42
C2 1.06 -0.30 -0.61  -0.61
O1 2.22 -0.18 -0.89  -0.08
S1 0.48 0.93 0.44  0.94
Br1 5.71 0.68 -0.05  0.30
H1 -1.63 1.15 1.74  0.04
H2 -1.67 -0.12 0.61  0.03
H3 -1.97 1.57 0.13  0.05
H4 0.47 -1.13 -0.77  0.06
H5 4.28 0.55 -0.17  -0.31

ORCA calculation (ωB97M-V/def2-TZVPD) on 2 unconnected molecules or ions with the total composition C2H5BrOS at a distorted geometry.

## Properties
SMILES string: O=CBr.CS
Charge: 0

Last column: Löwdin charge in e.
CARTESIAN COORDINATES (ANGSTROEM)
C1 0.93 -0.40 -0.74  -0.47
C2 -1.54 0.36 0.43  -0.72
O1 -0.93 -0.21 1.29  -0.08
S1 1.95 -0.74 0.74  0.71
Br1 -1.90 2.28 0.43  0.66
H1 1.51 -0.70 -1.61  0.03
H2 0.45 0.69 -0.73  0.07
H3 0.19 -1.15 -0.60  -0.02
H4 -1.89 -0.26 -0.41  0.10
H5 1.25 0.12 1.20  -0.27

ORCA calculation (ωB97M-V/def2-TZVPD) on 2 unconnected molecules or ions with the total composition C2H5BrSi at a distorted geometry.

## Properties
SMILES string: C#C[SiH3].Br
Charge: 0

Last column: Löwdin charge in e.
CARTESIAN COORDINATES (ANGSTROEM)
C1 -0.28 0.84 -0.05  -0.35
C2 0.15 1.99 -0.03  0.02
Si1 -1.20 -0.71 0.48  0.58
Br1 2.93 -1.24 -1.69  0.35
H1 2.28 -0.85 -0.55  -0.36
H2 0.54 2.97 -0.01  0.02
H3 -0.68 -1.95 -0.10  -0.09
H4 -2.48 -0.14 0.02  -0.08
H5 -1.26 -0.91 1.93  -0.09

ORCA calculation (ωB97M-V/def2-TZVPD) on 2 unconnected molecules or ions with the total composition C2H5Cl2NO3P at a distorted geometry.

## Properties
Charge: -1

Last column: Löwdin charge in e.
CARTESIAN COORDINATES (ANGSTROEM)
C1 0.15 0.74 -0.17  -0.20
C2 -1.98 0.58 -0.08  -1.23
N1 0.98 0.65 0.94  0.00
O1 -1.66 -1.89 1.15  -0.37
O2 -1.52 -1.65 -1.24  -0.26
O3 -3.93 -1.66 -0.17  -0.37
P1 -2.51 -1.33 0.10  0.20
Cl1 -2.56 1.68 1.26  0.39
Cl2 -2.45 1.29 -1.51  0.56
H1 0.27 -0.08 -0.84  0.06
H2 0.05 1.67 -0.64  0.03
H3 0.93 1.33 1.69  0.07
H4 1.09 -0.32 1.34  0.11
H5 -1.87 -1.32 -2.05  0.00

Table of energy above the lowest of the compared OMol25 structures with the same formula, charge and spin (eV), in record order: 0.954, 0.418, 0.565, 1.598, 2.669, 0.000